# 1
Computed, not measured: a cluster of 14 separate species, C37H105N3O17 in total, with ωB97M-V with the def2-TZVPD basis set.

Summary:
* total energy: -2915.44620 a.u.
* strongest force on any atom: 3.2 eV/Å
* orbital gap (spin up / spin down): 7.80 / 3.10 eV
* multiplicity: 2
* <S²>: 0.7543
* charge: +1

Geometry (Å):
C  -0.53  2.30  3.17
O  0.17  3.51  3.08
H  0.14  1.54  2.77
H  -0.85  2.09  4.19
H  -1.41  2.34  2.52
H  -0.32  4.26  2.74
C  -2.79  -4.07  -2.83
O  -3.34  -2.80  -3.12
H  -3.43  -4.91  -3.11
H  -1.87  -4.19  -3.40
H  -2.58  -4.20  -1.77
H  -2.68  -2.19  -3.44
C  2.67  -0.56  4.10
O  2.14  -1.68  3.48
H  3.46  -0.69  4.84
H  3.01  0.16  3.35
H  1.81  -0.15  4.63
H  2.86  -2.01  2.94
C  4.77  -1.66  1.64
O  4.17  -2.75  2.29
H  5.24  -1.97  0.71
H  4.13  -0.82  1.37
H  5.59  -1.28  2.25
H  4.82  -3.45  2.38
C  0.26  -1.82  -3.75
O  -0.99  -1.23  -3.65
H  1.02  -1.38  -3.10
H  0.15  -2.85  -3.41
H  0.73  -1.87  -4.74
H  -0.95  -0.39  -4.11
C  2.90  -3.55  -1.04
O  3.63  -3.95  -2.25
H  1.84  -3.79  -1.11
H  3.28  -4.15  -0.22
H  3.02  -2.50  -0.74
H  3.79  -4.90  -2.27
C  -1.21  -2.44  4.03
O  -0.55  -1.23  3.61
H  -0.78  -2.75  4.99
H  -2.29  -2.38  4.16
H  -1.07  -3.17  3.23
H  0.39  -1.42  3.55
C  -2.33  -7.67  -1.54
O  -1.54  -6.81  -0.77
C  -2.09  -6.49  0.52
C  -1.20  -5.46  1.13
N  -0.11  -6.16  1.83
C  0.94  -5.21  2.11
C  2.03  -5.87  2.88
O  3.25  -6.04  2.11
C  3.13  -7.15  1.24
H  -2.28  -8.64  -1.04
H  -1.93  -7.78  -2.55
H  -3.37  -7.34  -1.54
H  -2.27  -7.36  1.15
H  -3.07  -6.05  0.31
H  -1.80  -4.81  1.76
H  -0.80  -4.81  0.34
H  0.18  -6.96  1.29
H  0.62  -4.38  2.74
H  1.39  -4.72  1.25
H  1.70  -6.72  3.46
H  2.37  -5.06  3.53
H  2.42  -7.01  0.42
H  2.83  -8.03  1.81
H  4.11  -7.22  0.77
C  3.74  0.13  -2.91
O  3.19  1.34  -2.42
C  1.93  1.60  -3.06
C  1.34  2.86  -2.37
N  2.02  4.06  -2.79
C  1.45  5.35  -2.33
C  0.07  5.63  -2.91
O  -0.94  4.81  -2.33
C  -2.34  5.05  -2.61
H  3.23  -0.73  -2.46
H  4.76  0.06  -2.53
H  3.81  -0.08  -3.97
H  1.22  0.81  -2.84
H  2.09  1.68  -4.14
H  1.21  2.76  -1.29
H  0.33  2.98  -2.77
H  3.03  4.02  -2.81
H  2.14  6.17  -2.54
H  1.38  5.28  -1.24
H  0.02  5.51  -3.99
H  -0.15  6.68  -2.74
H  -2.67  6.08  -2.43
H  -3.01  4.39  -2.07
H  -2.51  4.77  -3.64
C  2.81  8.05  2.79
O  1.82  7.51  1.86
C  0.77  6.92  2.57
C  -0.10  6.16  1.56
N  -1.36  5.66  2.14
C  -2.01  5.00  0.96
C  -3.34  4.41  1.26
O  -3.87  3.53  0.19
C  -3.28  2.22  0.22
H  2.41  9.01  3.11
H  3.72  8.27  2.24
H  3.11  7.39  3.60
H  0.23  7.76  3.01
H  1.01  6.24  3.38
H  0.46  5.38  1.05
H  -0.41  6.88  0.80
H  -1.97  6.38  2.50
H  -1.34  4.20  0.65
H  -2.20  5.68  0.13
H  -4.07  5.21  1.33
H  -3.35  3.83  2.18
H  -2.19  2.24  0.20
H  -3.65  1.65  -0.63
H  -3.65  1.68  1.09
C  3.31  2.37  1.28
C  4.21  3.57  1.55
C  3.48  4.88  1.49
O  4.69  3.36  2.90
H  3.21  2.21  0.21
H  2.35  2.34  1.81
H  3.89  1.48  1.56
H  5.08  3.56  0.90
H  2.69  4.84  2.23
H  3.12  5.00  0.47
H  4.01  5.80  1.76
H  3.94  3.04  3.40
C  -4.11  -2.78  0.85
C  -5.60  -3.17  0.75
C  -5.79  -4.55  0.08
O  -6.21  -3.30  2.04
H  -3.49  -3.58  1.24
H  -3.93  -1.85  1.39
H  -3.85  -2.55  -0.18
H  -6.18  -2.39  0.26
H  -5.59  -5.41  0.72
H  -5.23  -4.76  -0.83
H  -6.85  -4.69  -0.13
H  -5.99  -2.54  2.58
C  -2.48  1.74  -5.98
C  -1.73  1.95  -4.65
C  -2.50  1.54  -3.40
O  -0.59  1.13  -4.78
H  -3.39  2.35  -5.94
H  -2.79  0.70  -6.07
H  -1.94  2.00  -6.89
H  -1.33  2.96  -4.65
H  -1.85  1.44  -2.53
H  -3.02  0.59  -3.52
H  -3.25  2.29  -3.12
H  -0.04  1.40  -5.52
C  0.77  0.06  0.15
C  -0.57  -0.59  0.17
C  -0.41  -2.11  0.31
O  -1.37  -0.22  1.19
H  1.39  -0.36  -0.65
H  1.23  -0.18  1.11
H  0.71  1.13  -0.03
H  -1.09  -0.38  -0.76
H  0.00  -2.62  -0.57
H  -1.39  -2.59  0.39
H  0.16  -2.37  1.19
H  -1.07  -0.56  2.03

# 2
Computed, not measured: an isolated molecule of C3H4N2O, with ωB97M-V with the def2-TZVPD basis set.

Summary:
* energy above the lowest of the compared OMol25 structures with the same formula, charge and spin: 450.8 kJ/mol
* total energy: -301.31555 a.u.
* strongest force on any atom: 0.6 eV/Å
* orbital gap (spin up / spin down): 8.36 / 8.36 eV
* SMILES: C=C=C(N)N=O

Geometry (Å):
N  1.30  1.08  -0.95
C  0.22  0.39  -0.43
N  -0.95  0.52  -1.31
O  -1.93  -0.08  -0.97
C  -0.44  -1.30  1.40
C  0.09  -0.40  0.61
H  2.02  1.35  -0.29
H  1.01  1.84  -1.55
H  -0.98  -1.04  2.31
H  -0.34  -2.36  1.17